ORCA calculation (ωB97M-V/def2-TZVPD) on a structure of composition C4H58BFN2O27S at a distorted geometry.

Calculated values
E, eV: -77582.9789

ORCA input file:
```
! RIJCOSX wB97M-V def2-TZVPD def2/J DEFGRID3
* xyz 0 1
O -1.35148 -2.50259 0.04242
H 5.87960 3.05103 -0.45550
H 0.84096 7.34679 2.81336
H 1.57173 3.78430 -3.28604
F -2.01818 1.13390 -4.09759
H 4.17507 -3.57091 -0.87163
C 0.42130 0.15808 -0.93533
O -3.51613 -1.16537 -2.77433
O -3.47811 2.41726 -2.65352
H 4.58021 -3.16055 -2.28234
O 7.23837 -3.78062 -1.86450
H 8.91051 4.90879 0.59972
H -2.89316 -1.88944 -2.73214
H 2.93188 7.14011 4.93052
H 3.45544 3.13319 -0.57310
O 5.22694 0.37144 4.36357
H 0.25944 -5.02754 -2.47960
O -6.33855 -2.29436 -2.99507
H -7.20789 -2.00745 -3.28878
H -0.01929 -8.58774 -0.39583
H -6.03979 -6.02769 1.10065
H -6.22089 -4.05915 0.29173
H 3.56589 0.05500 -2.44291
C -2.74597 0.40460 -0.81851
H -7.69051 -9.87756 1.20525
C 2.73296 -0.35820 -1.86529
H 0.28323 5.43863 1.36694
O -5.37492 -4.20388 -0.15143
H 3.66978 2.13603 0.70445
O 0.14659 -4.78783 -1.55692
O 4.49285 -2.82104 -1.38509
H 2.19861 -1.10299 -2.46547
H 4.78977 1.46217 1.49805
N -1.69277 1.06062 -1.61660
O 8.58346 4.59736 1.44927
H -0.86629 -0.59218 -2.42362
H -3.31130 1.15527 -0.25671
O -6.50638 -6.76084 1.52653
O 2.05876 6.84842 4.65384
S -2.10402 2.05748 -2.82501
H -0.90938 -3.35838 -0.00981
O -6.09627 0.40799 1.55973
H 5.52494 0.67062 3.49802
H -7.66216 1.95138 0.64265
H 2.04146 5.90459 4.83677
H -5.76550 -2.16194 -3.75753
C 1.76020 0.74732 -1.43064
H 4.32055 5.17138 0.98935
O -8.32124 2.64779 0.53024
O -1.06490 3.03474 -2.98387
H 7.12851 2.87969 1.94330
H 4.07504 5.00142 2.46278
H -2.25228 -2.70789 0.31741
H 0.54503 -0.90514 -0.70840
H -5.74896 0.03753 2.37431
H -7.55291 -8.46988 1.78236
O -7.68442 -9.39229 2.03382
H 0.40145 -8.29295 -1.82788
H -0.18098 8.19534 2.06475
H 5.55166 1.04846 4.96246
H 6.50285 4.42778 -0.22513
H -6.65159 -5.03846 3.17958
O 0.33733 -7.89260 -0.95597
B -3.74145 -0.59448 -1.52325
H -5.83746 -7.45099 1.60565
O 4.13542 1.29038 0.81096
H -5.60488 -4.53179 -1.02787
O 5.73274 3.99340 -0.60277
O -4.85436 -0.93953 -0.82106
H 3.17037 -0.83726 -0.99314
O 1.82758 4.10064 -2.41474
H 2.21733 1.37317 -0.67062
H 0.97794 4.30836 -2.00538
O -6.66874 -4.19552 2.71491
H 2.06194 3.45246 -0.05917
O 6.73551 2.09429 2.34290
H -7.85523 3.34575 0.06342
H -5.19630 -1.76057 -1.21368
H 7.47842 1.49607 2.47212
O 4.42666 5.63445 1.83076
O 2.90305 3.06566 0.21277
H -7.58513 -3.90771 2.76360
H -5.60981 -0.03929 0.85460
H 1.53072 1.36310 -2.30646
H 0.09798 -5.63749 -1.09825
H 6.65003 -3.17774 -1.39026
H 8.88994 5.25458 2.08064
N -0.59440 0.27628 -1.98438
O 0.93052 5.13683 0.71673
H 1.69563 5.69425 0.88484
O 0.10686 7.28745 2.18602
H -2.20122 -0.18091 -0.06635
H 7.03053 -4.64509 -1.50194
H 0.07476 0.70558 -0.05746
*
```

Here is what Mulliken gives for the atomic charges, in e: number 1, O, carries -0.49; number 2, H, carries 0.31; number 3, H, carries 0.32; number 4, H, carries 0.28; number 5, F, carries -0.26; number 6, H, carries 0.30; number 7, C, carries -0.74; number 8, O, carries -0.52; number 9, O, carries -0.60; number 10, H, carries 0.33; number 11, O, carries -0.63; number 12, H, carries 0.30; number 13, H, carries 0.26; number 14, H, carries 0.31; number 15, H, carries 0.30; number 16, O, carries -0.64; number 17, H, carries 0.27; number 18, O, carries -0.57; number 19, H, carries 0.29; number 20, H, carries 0.31; number 21, H, carries 0.33; number 22, H, carries 0.30; number 23, H, carries 0.45; number 24, C, carries -0.99; number 25, H, carries 0.31; number 26, C, carries -1.62; number 27, H, carries 0.27; number 28, O, carries -0.71; number 29, H, carries 0.54; number 30, O, carries -0.58; number 31, O, carries -0.65; number 32, H, carries 0.36; number 33, H, carries 0.13; number 34, N, carries 0.22; number 35, O, carries -0.59; number 36, H, carries 0.21; number 37, H, carries 0.40; number 38, O, carries -0.64; number 39, O, carries -0.63; number 40, S, carries 1.13; number 41, H, carries 0.23; number 42, O, carries -0.62; number 43, H, carries 0.36; number 44, H, carries 0.32; number 45, H, carries 0.31; number 46, H, carries 0.29; number 47, C, carries 0.92; number 48, H, carries 0.35; number 49, O, carries -0.65; number 50, O, carries -0.59; number 51, H, carries 0.22; number 52, H, carries 0.31; number 53, H, carries 0.26; number 54, H, carries 0.23; number 55, H, carries 0.28; number 56, H, carries 0.36; number 57, O, carries -0.64; number 58, H, carries 0.31; number 59, H, carries 0.29; number 60, H, carries 0.31; number 61, H, carries 0.27; number 62, H, carries 0.32; number 63, O, carries -0.63; number 64, B, carries 0.65; number 65, H, carries 0.35; number 66, O, carries -0.57; number 67, H, carries 0.33; number 68, O, carries -0.57; number 69, O, carries -0.41; number 70, H, carries 0.37; number 71, O, carries -0.59; number 72, H, carries -0.32; number 73, H, carries 0.31; number 74, O, carries -0.63; number 75, H, carries 0.18; number 76, O, carries -0.58; number 77, H, carries 0.31; number 78, H, carries 0.19; number 79, H, carries 0.32; number 80, O, carries -0.65; number 81, O, carries -0.68; number 82, H, carries 0.32; number 83, H, carries 0.44; number 84, H, carries 0.10; number 85, H, carries 0.33; number 86, H, carries 0.36; number 87, H, carries 0.30; number 88, N, carries -0.20; number 89, O, carries -0.61; number 90, H, carries 0.30; number 91, O, carries -0.59; number 92, H, carries 0.39; number 93, H, carries 0.30; number 94, H, carries 0.38


ORCA calculation (ωB97M-V/def2-TZVPD) on a cluster of 2 separate species, C2H2OS2 in total at a distorted geometry.

Calculated values
Relative energy (zero: lowest compared OMol25 entry of this formula, charge and spin), kcal per mole: 56.0
E, eV: -25821.3150

ORCA input file:
```
! RIJCOSX wB97M-V def2-TZVPD def2/J DEFGRID3
* xyz 0 1
O 2.19184 0.63476 -0.92958
H 1.84435 -1.34820 -0.82707
S -1.29947 -1.12232 -0.72475
C 1.58714 -0.36906 -0.71208
C -0.33331 -0.04178 -0.02767
S -0.78320 1.37583 0.96720
H -2.01326 0.88579 0.97482
*
```

Here is what Mulliken gives for the atomic charges, in e: number 1, O, carries -0.35; number 2, H, carries 0.42; number 3, S, carries -0.23; number 4, C, carries 0.07; number 5, C, carries 0.05; number 6, S, carries -0.11; number 7, H, carries 0.16


ORCA calculation (ωB97M-V/def2-TZVPD) on an isolated molecule of C5H8O2.

Calculated values
Relative energy (zero: lowest compared OMol25 entry of this formula, charge and spin), kcal per mole: 117.5
E, eV: -9404.7372

ORCA input file:
```
! RIJCOSX wB97M-V def2-TZVPD def2/J DEFGRID3
* xyz 0 1
O 0.04394 -1.30066 0.77829
C 1.92998 0.01198 -0.15894
H -0.27477 1.23266 1.48047
C -1.20582 -0.66820 0.66796
H 0.54191 -1.24306 -1.24817
C 0.56040 -0.57750 -0.37672
C -1.07231 1.10689 0.73989
H -1.58560 0.01357 1.56062
C -0.68295 0.32268 -0.40504
H 1.91545 0.74119 0.65623
H -1.78281 1.34433 -1.56657
H 2.28555 0.50543 -1.07028
H 2.63769 -0.78117 0.09932
O -1.21369 0.56549 -1.65424
H -2.09695 -1.27364 0.49717
*
```

Here is what Mulliken gives for the atomic charges, in e: number 1, O, carries -0.40; number 2, C, carries -1.29; number 3, H, carries 0.20; number 4, C, carries -0.09; number 5, H, carries 0.33; number 6, C, carries 0.17; number 7, C, carries -0.82; number 8, H, carries 0.13; number 9, C, carries 0.60; number 10, H, carries 0.29; number 11, H, carries 0.34; number 12, H, carries 0.34; number 13, H, carries 0.33; number 14, O, carries -0.54; number 15, H, carries 0.41


ORCA calculation (ωB97M-V/def2-TZVPD) on a cluster of 2 separate species, C9H11O3 in total at a distorted geometry.

Calculated values
Relative energy (zero: lowest compared OMol25 entry of this formula, charge and spin), kcal per mole: 23.6
E, eV: -15655.2756

ORCA input file:
```
! RIJCOSX wB97M-V def2-TZVPD def2/J DEFGRID3
* xyz -1 1
H -0.70271 3.40050 1.49027
O 1.45443 -1.92535 -0.10215
H 3.35473 -3.11684 -2.15595
H 1.56226 -2.97243 -2.40977
C 2.37112 -3.36863 -1.77691
C 1.36094 1.81078 1.03270
O -3.93446 0.83340 -0.54135
H 0.29126 -0.51256 0.16163
H -3.07090 3.05436 0.78981
H 2.06817 1.59042 0.22236
C -1.03651 2.53727 0.93013
C -0.08729 1.53089 0.72766
H 1.55445 2.87464 1.20969
C 2.13819 -2.96107 -0.30154
C -1.79293 0.00449 0.01186
H -4.52319 1.56472 -0.33429
C -2.71985 1.02786 0.08638
H 1.73857 1.21325 1.86612
H -2.08758 -0.94992 -0.40430
O 2.61045 -3.74680 0.54153
H 2.25396 -4.44946 -1.85659
C -2.34236 2.28928 0.52989
C -0.46074 0.27120 0.28278
*
```

Here is what Mulliken gives for the atomic charges, in e: number 1, H, carries 0.33; number 2, O, carries -0.66; number 3, H, carries 0.20; number 4, H, carries 0.25; number 5, C, carries -0.81; number 6, C, carries -1.36; number 7, O, carries -0.53; number 8, H, carries 1.21; number 9, H, carries 0.22; number 10, H, carries 0.31; number 11, C, carries -0.73; number 12, C, carries 0.41; number 13, H, carries 0.38; number 14, C, carries 0.43; number 15, C, carries -0.74; number 16, H, carries 0.27; number 17, C, carries 0.87; number 18, H, carries 0.28; number 19, H, carries 0.43; number 20, O, carries -0.71; number 21, H, carries 0.27; number 22, C, carries -0.51; number 23, C, carries -0.83